Record 1
The following is a quantum chemistry calculation of a structure of composition C12H27ClIN2P2Ti in a non-equilibrium geometry, from the OMol25 dataset.

## Properties
Highest occupied orbital energy = -18.5 eV
Spin multiplicity = 1
Net charge = +3
ΔE to the lowest compared entry with this formula, charge and spin = 46.7 kcal per mole
Frontier orbital gap = 6.2591 eV
Calculated total energy = -78151.79569 eV

Geometry (Å):
C (-2.043748, -0.832053, -4.671777)
I (-0.899717, -0.538001, -2.550300)
H (-2.351598, 0.147734, -5.015345)
H (-2.878091, -1.491487, -4.405349)
H (-1.321656, -1.317916, -5.328309)
Ti (-0.066438, 0.155069, -0.005184)
P (-2.602295, 0.393355, 0.245788)
C (-3.642984, -1.093098, 0.473091)
C (-3.030491, 1.363547, 1.717191)
H (-4.110140, 1.254742, 1.863673)
H (-4.570655, 1.407531, -0.763117)
H (-2.745578, 2.416119, 1.606027)
H (-3.088144, 2.289266, -1.196154)
H (-3.214963, -1.769082, 1.224725)
H (-2.518662, 0.966935, 2.596854)
C (-3.516958, 1.297262, -1.056724)
H (-4.631201, -0.772069, 0.823878)
H (-3.437772, 0.761722, -2.007451)
H (-3.705688, -1.640982, -0.475438)
P (2.058094, 0.530153, -1.381672)
C (3.051732, -0.926629, -1.875971)
C (1.884340, 1.394541, -2.960081)
H (2.889253, 2.552236, -0.293401)
H (4.167939, 1.616280, -1.145433)
H (3.530005, 1.068993, 0.432223)
C (3.273891, 1.551435, -0.515871)
H (1.382190, 2.344173, -2.790697)
H (2.871713, 1.566534, -3.395089)
H (3.986471, -0.599962, -2.348874)
H (2.485784, -1.557427, -2.569176)
H (1.265204, 0.784268, -3.620047)
H (3.305715, -1.548279, -1.004743)
Cl (0.187556, 2.267286, 0.782343)
N (3.134802, -0.699703, 1.543262)
C (1.989417, -0.915379, 2.312849)
C (2.202161, -1.225353, 3.663053)
C (1.102776, -1.355409, 4.494905)
C (-0.178676, -1.188562, 3.958966)
C (-0.326289, -0.946578, 2.606248)
N (0.758160, -0.728444, 1.793992)
H (3.280196, -1.374695, 0.774968)
H (3.954901, -0.640624, 2.143442)
H (3.239416, -1.281713, 4.020338)
H (1.231901, -1.542648, 5.559409)
H (-1.043483, -1.245912, 4.619607)
H (-1.308389, -0.897173, 2.119372)

Atoms 1-2, force components in eV/Å:
C -0.770 -0.597 -0.221
I -0.304 -0.823 -1.502



Record 2
The following is a quantum chemistry calculation of the molecule C3H7NO, from the OMol25 dataset.

## Properties
Highest occupied orbital energy = -9.6 eV
Spin multiplicity = 1
Structure (SMILES) = NC1(O)CC1
ΔE to the lowest compared entry with this formula, charge and spin = 39.0 kcal per mole
Frontier orbital gap = 10.5871 eV
Calculated total energy = -6761.06010 eV

Geometry (Å):
N (1.337555, 0.224491, -0.826154)
C (0.275792, 0.286926, 0.115099)
O (0.403695, 1.284744, 1.093309)
C (-1.145541, -0.037039, -0.233404)
C (-0.339933, -0.962339, 0.654805)
H (1.982071, -0.531412, -0.637790)
H (1.094171, 0.273292, -1.804151)
H (0.278305, 2.136271, 0.651756)
H (-1.866078, 0.590659, 0.280104)
H (-1.427988, -0.368280, -1.229278)
H (-0.020308, -1.907702, 0.221134)
H (-0.571736, -0.989616, 1.714575)

Atoms 1-2, force components in eV/Å:
N 0.177 -0.022 -0.048
C -0.222 -0.306 0.003



Record 3
The following is a quantum chemistry calculation of a structure of composition C5H7CoFO3 in a non-equilibrium geometry, from the OMol25 dataset.

## Properties
<S²> = 8.766
Highest occupied orbital energy (spin up / spin down) = -17.6 / -18.9 eV
Spin multiplicity = 6
Net charge = +2
Frontier orbital gap (spin up / spin down) = 8.0672 / 5.3399 eV
Calculated total energy = -51757.50662 eV

Geometry (Å):
C (0.484137, -0.973442, 2.024218)
C (1.876276, -1.067417, 1.801113)
H (0.266771, -1.745485, 2.784191)
H (-0.534168, -1.145186, 1.661327)
H (2.341813, -2.057503, 1.737930)
H (2.547956, -0.206620, 1.887776)
O (-1.410897, 0.944877, -0.309897)
C (-1.160912, 0.084882, -1.332204)
C (-0.364093, 1.574065, 0.405710)
O (-2.109781, -0.250983, -2.014368)
O (0.036124, -0.364078, -1.429782)
C (-0.138508, 0.995500, 1.776892)
H (-0.667523, 2.625275, 0.519090)
H (0.580381, 1.580405, -0.153929)
F (-1.255589, 1.143771, 2.547722)
H (0.698355, 1.493737, 2.287973)
Co (1.464420, -0.949035, -0.522140)

Atoms 1-2, force components in eV/Å:
C -1.700 2.179 0.039
C 0.724 -0.098 -3.052